#a
18
Properties=species:S:1:pos:R:3 method="wB97M-V/def2-TZVPD" homo_ev=-10.0 multiplicity=1
C -1.415 0.504 2.515
C -0.912 -0.938 -0.747
H -0.045 -0.773 3.488
C -0.120 1.362 -0.262
H 2.284 -0.073 -1.205
H -1.874 -0.626 -0.138
H 1.316 -1.267 -2.050
N -0.715 -0.077 3.239
H -1.127 1.405 0.276
C 0.266 -0.041 -0.398
H 0.613 2.054 0.271
H -0.732 -1.878 -0.257
C 1.300 -0.267 -1.486
H 0.835 0.136 1.294
H 1.211 0.440 -2.319
H -1.149 -0.989 -1.754
O 0.812 -0.644 0.785
H -0.546 1.672 -1.253



#b
18
Properties=species:S:1:pos:R:3 method="wB97M-V/def2-TZVPD" homo_ev="-7.3 / -7.5" multiplicity=1
H -1.393 -0.357 -0.148
C 1.724 -0.335 -0.205
H 2.539 0.217 0.257
H -1.878 2.436 1.267
H -0.780 2.739 2.486
H -1.071 -2.036 0.252
O 0.980 2.386 0.833
C 0.452 -0.423 0.434
H 2.079 -1.367 -0.399
C -0.677 -1.135 -0.316
H 1.328 0.131 -1.150
H -1.295 1.033 2.106
C -0.253 -1.631 -1.739
C -1.020 2.024 1.740
N -0.038 1.767 0.685
H -1.217 -2.022 -2.199
H 0.090 -0.938 -2.392
H 0.429 -2.490 -1.512



Most stable pick: #a. Distance to second place: 101.0 kcal/mol.



#a
18
Properties=species:S:1:pos:R:3 method="wB97M-V/def2-TZVPD" homo_ev=-8.1 multiplicity=1 smiles="C=CC/C=C/N.O"
O -3.187 2.921 4.420
C 1.580 -0.626 0.295
H 1.465 0.293 0.982
H 3.609 -0.166 -0.224
C 0.428 -1.573 0.264
H 0.960 0.370 -1.778
H -2.891 3.126 3.561
C -0.055 -0.041 -1.707
H -2.565 3.265 5.034
H 2.805 -1.892 -0.792
C 2.770 -0.872 -0.311
H -1.704 0.047 -2.952
C -0.389 -1.122 -1.064
H -1.258 -1.765 -1.285
H 0.581 -2.677 0.175
H -0.202 -1.375 1.177
H -0.957 1.409 -3.293
N -0.989 0.679 -2.502



#b
18
Properties=species:S:1:pos:R:3 method="wB97M-V/def2-TZVPD" homo_ev=-9.7 multiplicity=1 smiles="CC(C)CC(N)=O"
H 1.260 -1.510 -1.027
C 0.371 0.119 0.991
C -0.208 0.769 -1.391
H -0.568 1.793 -1.350
H -1.894 1.595 0.520
C -0.638 -0.023 -0.149
H 0.876 0.776 -1.508
C -1.978 0.515 0.353
N 1.939 -1.322 -0.312
C 1.722 -0.572 0.824
H -2.820 0.328 -0.305
O 2.516 -0.633 1.739
H 0.574 1.160 1.233
H -2.303 0.163 1.340
H -0.027 -0.382 1.873
H 2.618 -2.050 -0.144
H -0.797 -1.080 -0.385
H -0.642 0.354 -2.301



#c
18
Properties=species:S:1:pos:R:3 method="wB97M-V/def2-TZVPD" homo_ev=-9.2 multiplicity=1 smiles="C=N/C=C/CC.O"
H 0.251 0.965 -0.479
H -0.095 -1.361 -2.238
H -2.605 -0.206 1.062
H -0.175 2.890 1.896
H 2.583 -1.820 -0.876
C 0.516 -1.622 -1.373
N -0.739 0.749 1.376
H -1.024 3.639 0.922
H -2.394 0.785 2.556
H -0.476 -1.789 0.580
H 2.320 -1.435 -2.614
O -0.595 3.739 1.754
H 0.466 -2.701 -1.342
C 2.003 -1.250 -1.600
C -0.143 0.222 0.213
C -0.076 -1.061 -0.119
C -1.938 0.459 1.619
H 2.121 -0.203 -1.338



#d
18
Properties=species:S:1:pos:R:3 method="wB97M-V/def2-TZVPD" homo_ev=-9.7 multiplicity=1 smiles="C/N=C/O.C=CC"
H 1.934 -2.333 0.449
H -1.467 2.553 -0.756
O -1.152 -0.804 1.807
C -1.015 2.417 0.233
H 0.932 0.609 -1.370
C 0.958 -2.361 -0.033
H 0.291 -3.172 0.253
H -0.384 -1.511 -1.395
N -0.775 1.013 0.471
H 1.767 -0.500 -2.475
C 1.480 -0.336 -1.430
C 0.609 -1.455 -0.947
H -0.505 -1.175 1.172
H 2.391 -0.249 -0.830
H -1.670 2.890 0.982
H -0.058 2.951 0.228
H -2.007 0.984 2.169
C -1.329 0.478 1.471



Most stable pick: #b. Distance to second place: 37.0 kcal/mol.



#a
18
Properties=species:S:1:pos:R:3 method="wB97M-V/def2-TZVPD" homo_ev=-11.0 multiplicity=1 smiles=O.O.O.O.O.O
H -0.338 -2.032 1.652
O -2.283 -1.107 -0.612
O -0.266 -1.394 0.899
O -2.241 1.584 -0.486
H 3.194 1.971 -0.068
H 0.928 1.396 0.474
H -2.909 1.737 0.303
O 2.330 -1.315 -0.404
H 2.758 0.424 -0.402
H -1.163 -1.412 0.457
H 2.096 -1.529 -1.353
H 1.464 -1.326 0.050
H -1.417 1.462 0.034
H 0.055 0.457 1.258
H -2.418 -0.099 -0.728
O 2.475 1.365 -0.503
H -2.271 -1.579 -1.467
O 0.004 1.398 0.896



#b
18
Properties=species:S:1:pos:R:3 method="wB97M-V/def2-TZVPD" homo_ev=-10.7 multiplicity=1 smiles=O.O.O.O.O.O
H 2.403 -0.079 -0.915
H 1.437 -3.763 -0.687
H -2.562 -0.520 1.641
H -0.262 1.879 -2.179
H -0.438 3.304 -1.647
H -1.736 2.898 2.329
O 0.546 -4.055 -0.457
O -0.717 2.393 -1.501
H 0.456 -3.852 0.480
O 3.351 0.139 -0.975
H -1.907 2.313 0.922
H -1.542 -1.615 1.933
O -1.858 -1.035 1.231
H 0.173 0.433 0.236
O 0.560 -0.259 -0.318
H 3.434 0.678 -1.767
O -1.418 2.198 1.748
H 0.080 -1.058 -0.072



#c
18
Properties=species:S:1:pos:R:3 method="wB97M-V/def2-TZVPD" homo_ev=-11.1 multiplicity=1 smiles=O.O.O.O.O.O
H -0.784 -3.259 -1.298
H 1.032 2.013 0.314
H 1.255 0.004 -0.519
H 2.531 -0.808 -0.386
H 1.933 2.653 -0.773
O -1.506 -0.580 1.708
H 0.008 0.471 2.081
H 1.419 0.874 2.552
H -1.384 -1.406 1.217
H -1.890 1.282 -1.615
H 0.153 -2.029 -1.447
O -1.977 0.618 -0.923
O 0.758 1.058 1.877
O 1.024 2.421 -0.568
H -1.631 -0.200 -1.296
H -1.893 0.011 1.045
O -0.723 -2.313 -1.142
O 1.677 -0.811 -0.828



Most stable pick: #c. Distance to second place: 2.7 kcal/mol.



#a
18
Properties=species:S:1:pos:R:3 method="wB97M-V/def2-TZVPD" homo_ev=-10.9 multiplicity=1 smiles=O.O.O.O.O.O
H 0.760 2.258 -1.190
H 0.851 0.455 -0.211
H 0.704 -0.588 1.668
O -0.693 -2.308 -0.205
O -1.481 1.002 0.742
H 0.313 -1.269 3.073
O 0.740 -0.408 -1.761
H -0.345 -3.244 -0.182
H -1.377 1.523 -0.001
O 0.580 -1.447 2.142
H 0.546 1.493 0.886
H -0.250 2.720 -2.081
H -0.509 -1.848 0.631
O 1.191 0.844 0.668
H -0.018 -0.074 -2.301
H 0.421 -1.172 -1.188
O -0.090 2.037 -1.364
H -1.342 0.028 0.674



#b
18
Properties=species:S:1:pos:R:3 method="wB97M-V/def2-TZVPD" homo_ev=-10.5 multiplicity=1 smiles=O.O.O.O.O.O
O -20.557 5.232 -0.728
H -22.036 3.343 -0.545
O -21.698 8.554 -1.934
H -22.924 2.534 -1.193
H -20.248 5.992 -1.263
O -23.325 4.897 -3.622
O -23.025 6.096 -1.240
H -23.298 5.405 -2.798
O -22.365 2.473 -0.422
H -22.815 5.512 0.644
H -21.298 9.374 -1.583
H -23.098 7.052 -1.220
H -22.134 5.923 -1.483
H -22.505 4.988 -4.161
H -20.195 4.452 -1.177
H -23.398 4.379 1.644
H -21.420 8.598 -2.850
O -22.717 5.027 1.451



Most stable pick: #a. Distance to second place: 1.9 kcal/mol.